Density functional theory data (wB97M-V/def2-TZVPD) for a molecular structure, C22H50GaN3OP3.

```
80
Properties=species:S:1:pos:R:3:forces:R:3:mulliken_charge:R:1
Ga 0.163 -1.055 -0.185 -0.2 3.1 1.6 0.3562
P -2.087 0.165 -0.472 -1.6 0.5 -0.7 0.7636
P 2.562 -0.246 0.438 1.4 -0.3 0.6 0.8622
P 0.400 -2.922 -1.414 0.9 -1.7 -0.7 1.1640
O -0.859 -0.361 -4.475 0.7 -1.4 0.3 -0.3283
N 0.652 0.156 5.253 -0.5 0.2 -1.3 0.1174
N 0.087 0.132 2.974 1.4 0.3 -1.5 -0.2859
N -1.587 -0.109 4.568 0.7 0.9 -1.0 0.0623
C -1.181 -3.776 -1.637 -0.3 0.2 -0.1 -1.0514
C -0.756 2.417 -7.582 0.2 -0.5 0.0 -0.6212
C 1.258 -2.341 -2.907 -0.7 0.3 -0.3 -0.7132
C -1.566 2.669 -6.459 0.0 -0.2 -0.2 -0.4482
C -0.919 0.526 -5.534 0.3 1.0 -1.1 1.2422
C 0.767 3.761 -0.071 -0.1 -0.6 1.1 -0.6678
C -0.047 1.193 -7.676 -0.5 0.3 0.3 -0.4852
C -2.557 1.836 0.119 0.7 0.4 0.8 -0.7054
C 2.028 0.536 5.036 -0.2 0.4 0.0 -1.0678
C 3.674 -0.272 -1.004 -0.6 0.1 -0.5 -1.4822
C 3.187 1.280 1.240 -0.9 0.6 0.0 -0.7006
C -2.385 0.317 -2.269 0.8 -0.3 0.0 -1.4100
C -2.144 0.641 5.681 -0.9 0.5 1.4 -1.0547
C -3.496 -0.861 0.081 0.5 -0.6 0.6 -1.1400
C 3.328 -1.511 1.556 -0.7 -0.3 -0.1 -1.1898
C 0.432 -0.477 6.517 -0.1 -0.1 1.3 -1.2302
C -1.703 1.699 -5.452 1.0 -0.7 -0.1 -0.3864
C 1.580 -4.032 -0.622 -0.1 0.1 0.5 -1.1568
C -2.440 -0.112 3.388 -0.4 -0.1 0.4 -0.9450
C 0.544 3.601 1.252 0.0 -0.5 -1.0 -0.3876
C -0.257 0.090 4.223 -0.1 -0.7 1.7 0.5605
C -0.104 0.254 -6.641 -0.5 0.8 0.3 -0.7835
H 2.711 1.442 2.218 0.1 0.0 -0.4 -0.0911
H -0.447 3.315 1.653 0.6 0.6 -0.2 0.1699
H -1.559 0.902 -2.699 -0.3 -0.2 0.0 0.3372
H 2.592 -3.674 -0.804 0.0 -0.1 -0.1 0.3674
H -0.480 -1.075 6.523 0.3 -0.1 0.0 0.3682
H -2.059 -0.933 2.778 -0.5 0.0 -0.2 0.2620
H -1.071 -4.799 -2.020 0.2 0.3 0.0 0.5026
H -2.378 -0.676 -2.744 0.0 0.4 0.1 0.4026
H -3.489 -0.266 3.718 0.7 -0.1 -0.3 0.3847
H -2.354 0.842 2.819 -0.1 -0.5 0.4 0.2728
H -4.435 -0.553 -0.403 0.5 0.1 0.0 0.4595
H 3.505 -1.065 2.548 -0.2 -0.2 -0.4 0.3454
H 2.977 2.149 0.603 0.1 -0.2 0.2 0.2670
H -2.885 1.410 5.373 0.5 -0.4 -0.3 0.3652
H -0.684 3.151 -8.408 -0.1 -0.6 0.7 0.3687
H 1.465 -5.059 -0.980 0.0 0.1 0.0 0.4921
H 4.282 -1.852 1.126 -0.3 0.2 0.1 0.4557
H -0.243 -1.092 -4.736 -1.0 1.1 -0.2 0.2239
H 0.543 0.948 -8.552 0.0 0.2 0.0 0.3847
H 2.076 1.477 4.480 0.1 0.0 0.1 0.3392
H -3.336 2.293 -0.522 0.5 -0.6 0.0 0.4649
H 4.701 -0.098 -0.664 -0.2 -0.1 0.0 0.4971
H 2.652 -2.371 1.653 0.4 0.1 0.2 0.2479
H -3.335 0.818 -2.515 0.2 -0.2 0.5 0.5405
H -0.036 3.708 -0.811 0.2 0.1 0.2 0.3197
H -2.106 3.625 -6.372 0.3 -0.7 -0.1 0.3784
H 0.334 0.289 7.294 0.0 -0.2 0.1 0.3635
H 1.410 -3.989 0.452 0.0 -0.4 0.1 0.3644
H 1.363 3.647 1.982 -0.4 0.1 -0.3 0.3764
H 3.371 0.546 -1.666 0.2 -0.1 -0.1 0.4482
H 2.283 -1.996 -2.737 -0.3 -0.4 0.2 0.1626
H 2.614 -0.225 4.494 0.0 0.0 0.3 0.2554
H 2.438 0.716 6.039 0.3 -0.1 -0.5 0.5146
H -2.978 1.755 1.134 0.3 0.0 -0.4 0.4162
H 0.689 -1.475 -3.251 0.1 0.0 -0.3 -0.0866
H -2.707 -0.041 6.350 0.4 0.3 -0.2 0.3346
H -1.391 1.182 6.280 -0.3 -0.4 -0.5 0.3676
H -3.292 -1.913 -0.161 -0.3 0.2 0.1 0.3024
H 0.485 -0.671 -6.623 -0.2 0.3 -0.4 0.2527
H -3.614 -0.773 1.171 0.0 -0.1 -0.4 0.2952
H -1.681 2.505 0.162 -0.4 -0.3 -0.1 -0.2204
H -2.334 1.842 -4.579 0.0 0.2 -0.3 0.2575
H 1.320 -1.077 6.774 -0.5 -0.1 -0.1 0.4721
H 4.277 1.183 1.379 -0.4 -0.3 -0.2 0.5206
H 1.259 -3.133 -3.666 0.0 0.1 0.1 0.6258
H -1.696 -3.822 -0.671 0.2 -0.1 0.0 0.3809
H 3.624 -1.216 -1.547 0.2 0.1 0.1 0.4077
H 1.110 0.243 2.978 -0.6 -0.2 -0.2 -0.5539
H -1.839 -3.209 -2.298 0.1 0.0 -0.2 0.3587
H 1.774 3.872 -0.481 -0.3 0.4 0.2 0.3705
```
Positions in Å, forces in eV/Å.

As for the total charge: +3. The total energy is -110357.82433 eV. The largest force on an atom is 0.0685 hartree/bohr.